Below is a structure of composition C5H6N2O, with properties calculated with wB97M-V/def2-TZVPD.

Geometry as ORCA input:
```
! RIJCOSX wB97M-V def2-TZVPD def2/J DEFGRID3
* xyz 0 1
C 0.6435 -1.5037 0.1612
C -0.7664 1.2362 0.7297
C -0.2975 0.5046 -0.5415
C 1.1498 -0.2219 -0.1804
N 2.2749 0.2773 -0.4307
C -1.2175 -1.0468 -0.4081
O -0.3229 1.0372 -1.6510
N -2.1734 -1.6944 -0.5476
H 2.1594 1.2125 -0.8399
H 0.3880 -1.7239 1.1915
H 0.7943 -2.3294 -0.5249
H -1.7923 1.5619 0.5632
H -0.7271 0.5930 1.6076
H -0.1128 2.0973 0.8710
*
```

The maximum force comes out at 0.065 hartree/bohr. As for the calculated total energy: -378.6932 a.u. As for the HOMO-LUMO gap (alpha / beta): 7.0 / 7.0 eV.